The following is a DFT calculation (ωB97M-V with the def2-TZVPD basis set) of a molecular structure, C4H5BrFN at a distorted geometry.

Structure (XYZ):
```
12
Properties=species:S:1:pos:R:3:forces:R:3
Br -1.9458 1.1054 0.3085 -0.113 0.175 0.010
F 1.6014 -0.7633 -0.2145 -0.006 1.158 0.152
N -0.6869 -1.8982 -0.0794 2.365 4.175 0.473
C -0.4731 0.0507 0.0744 -0.522 -3.943 -0.290
C -1.8852 -2.1441 0.0115 -1.585 1.951 -0.264
C 1.6019 1.6683 -0.0693 1.552 -0.919 2.024
C 0.7937 0.3388 -0.0361 2.370 0.453 -1.150
H 1.4535 2.1367 0.9308 -0.060 -0.050 -0.688
H -2.5739 -1.2307 0.0527 -0.166 -1.905 0.189
H 1.4435 2.4282 -0.8175 -0.780 -0.215 -0.468
H 2.7516 1.5003 -0.0899 -2.056 -0.340 -0.066
H -2.0806 -3.1921 -0.0712 -0.998 -0.542 0.078
```
Forces are in eV/Å.

Calculated values
Total charge = 0
2S+1 = 1
Total energy = -2883.9070 Eh
Frontier orbital gap = 9.909 eV
Relative energy (zero: lowest compared OMol25 entry of this formula, charge and spin) = 48.1 kcal/mol
LUMO level = 0.567 eV
Max |F| = 4.8 eV/Å
HOMO level = -0.34329 Eh